No. 1
A cluster of 6 separate species, C48H66N8O4P in total at a distorted geometry. Source: the OMol25 dataset; level of theory: ωB97M-V/def2-TZVPD.

As for the charge: +1. For the lowest unoccupied orbital energy, the calculation gives -3.6 eV.

XYZ file:
```
127
Properties=species:S:1:pos:R:3:forces:R:3:lowdin_charge:R:1
C -3.8391 -2.2831 -2.1238 0.6 -0.4 0.3 -0.10
C -2.6167 -3.1868 -1.8736 0.0 0.6 -0.3 -0.27
C -1.3358 -2.3668 -1.7138 -0.1 -0.3 -0.2 -0.24
C -0.0968 -3.2487 -1.4529 -0.4 0.8 0.2 -0.19
C 0.8473 -2.6884 -0.3623 0.4 -0.9 -0.2 -0.20
C 2.2734 -2.3733 -0.8695 -0.5 -0.1 0.5 -0.21
C 2.5386 -0.8765 -1.0654 0.2 -0.6 -0.2 -0.22
C 3.1536 -0.2283 0.1727 -0.5 -0.2 -0.4 -0.23
C 3.2170 1.2892 0.0610 0.7 -0.5 0.2 -0.21
C 4.1427 1.8940 1.1235 0.1 0.7 -0.5 -0.20
C 3.8783 3.3961 1.3806 -0.2 -0.4 0.3 -0.17
C 3.9521 3.8057 2.8683 -0.3 0.4 -0.5 -0.18
C 4.8076 5.0611 3.1432 0.0 -0.4 0.6 -0.13
C 5.0294 5.2004 4.6269 1.2 -0.1 0.4 -0.15
C 6.2028 4.6961 5.2404 -0.6 0.1 -0.8 -0.05
C 7.3494 4.0300 4.5079 -0.6 0.1 0.5 -0.07
C 7.0161 2.7406 3.7462 0.9 -0.3 0.0 -0.15
O 6.9017 2.8791 2.3306 0.1 0.3 -0.2 -0.08
C 8.0723 3.2647 1.7221 1.2 -0.8 -0.7 -0.30
O 8.8726 2.4983 1.2478 -1.3 0.8 0.7 0.12
C 6.2808 4.8898 6.6008 0.8 -0.1 1.6 -0.19
N 7.4102 4.4516 7.2928 -0.5 -0.8 -1.0 0.15
C 7.3747 3.2721 7.7947 0.7 0.1 0.6 -0.34
C 6.1312 2.5261 8.1923 -0.4 0.1 -0.6 0.00
C 8.6775 2.5702 8.0510 -0.3 0.6 0.3 -0.01
C 5.2642 5.5517 7.3132 0.3 -0.2 -0.3 -0.02
N 4.1994 5.9897 6.7223 0.1 0.2 0.3 0.11
N 4.1404 5.8102 5.4166 -0.9 0.8 -0.5 -0.13
P 2.6131 6.4885 4.6265 -1.0 -0.5 -0.7 0.91
O 3.2312 7.8158 3.9014 0.0 -0.3 0.3 -0.23
O 1.8698 7.1572 5.8709 0.4 0.1 -0.2 -0.22
H -4.5506 -2.7848 -2.7786 -0.2 0.2 0.1 0.04
H -4.2839 -2.0420 -1.1606 -0.3 0.1 -0.1 0.04
H -3.4917 -1.3449 -2.5565 -0.2 0.1 -0.2 0.07
H -2.4909 -3.8463 -2.7345 0.0 -0.3 0.1 0.10
H -2.7600 -3.7754 -0.9675 -0.1 -0.2 -0.1 0.10
H -1.4752 -1.6370 -0.9135 0.0 -0.1 0.1 0.09
H -1.2098 -1.7939 -2.6364 0.1 0.1 0.0 0.11
H -0.4471 -4.2358 -1.1535 0.0 -0.1 0.0 0.10
H 0.4369 -3.3723 -2.3953 0.1 -0.1 0.0 0.10
H 0.3961 -1.8331 0.1403 0.0 0.1 0.0 0.10
H 0.9337 -3.4723 0.3922 0.0 0.1 0.2 0.10
H 2.4284 -2.9427 -1.7844 0.1 0.1 -0.1 0.10
H 2.9832 -2.7856 -0.1477 0.2 0.1 0.0 0.10
H 1.6009 -0.3860 -1.3368 0.0 0.1 -0.1 0.11
H 3.2306 -0.7849 -1.9054 0.0 0.4 -0.1 0.11
H 4.1595 -0.6402 0.2763 0.1 0.0 0.2 0.12
H 2.5591 -0.5425 1.0358 0.1 0.1 0.2 0.12
H 2.2193 1.7280 0.0656 -0.1 0.0 0.1 0.11
H 3.6850 1.4843 -0.9066 -0.3 0.3 -0.2 0.12
H 5.1496 1.8326 0.7185 0.2 -0.3 0.2 0.10
H 4.1377 1.3217 2.0518 -0.2 0.0 0.1 0.11
H 4.5452 4.0159 0.7810 0.1 0.0 0.0 0.11
H 2.8664 3.5952 1.0253 0.0 0.2 0.0 0.10
H 4.2462 2.9714 3.4975 0.2 -0.1 0.0 0.10
H 2.9382 4.0631 3.1751 0.0 -0.1 0.2 0.08
H 5.8015 5.0054 2.7110 0.0 -0.2 -0.3 0.11
H 4.3368 5.9369 2.7123 -0.1 0.1 0.0 0.09
H 8.0694 3.7527 5.2708 0.2 0.2 -0.1 0.09
H 7.8371 4.7926 3.9019 0.1 -0.2 -0.2 0.14
H 7.8278 2.0341 3.9357 0.0 0.0 0.0 0.12
H 6.1203 2.2518 4.1113 -0.3 0.1 -0.1 0.12
H 8.2373 4.3552 1.6730 -0.2 -0.1 0.0 0.15
H 5.4042 3.1789 8.6702 0.0 0.1 0.1 0.08
H 5.6310 2.1273 7.3041 0.0 -0.2 0.0 0.10
H 6.3488 1.7063 8.8679 0.1 -0.1 0.0 0.09
H 8.5541 1.5037 7.8789 0.1 -0.1 0.1 0.09
H 8.9536 2.7492 9.0922 0.1 -0.3 0.1 0.10
H 9.4395 2.9872 7.4037 0.1 -0.1 0.0 0.04
H 5.3912 5.6892 8.3757 -0.3 0.2 0.1 0.14
H 2.9911 7.7651 2.9676 0.1 0.3 -0.1 0.07
H 1.8157 8.1125 5.7097 0.0 0.1 0.4 0.08
N -6.2854 -4.5350 -3.8317 -0.1 0.0 -0.1 0.05
C -6.0720 -4.8889 -5.0984 0.1 0.0 0.1 -0.15
C -7.0832 -5.2159 -5.9888 0.0 0.0 0.0 -0.07
C -8.3918 -5.1772 -5.5378 -0.1 0.0 -0.1 -0.08
C -8.6351 -4.8134 -4.2239 0.0 0.0 0.0 -0.07
C -7.5510 -4.5021 -3.4175 0.1 0.0 0.1 -0.16
H -5.0324 -4.9088 -5.4078 0.0 0.0 -0.1 0.10
H -6.8502 -5.4932 -7.0077 0.0 0.0 0.0 0.10
H -9.2103 -5.4251 -6.2012 0.0 0.0 0.0 0.09
H -9.6423 -4.7708 -3.8321 0.0 0.0 0.0 0.10
H -7.6950 -4.2088 -2.3829 -0.1 0.0 0.0 0.10
N -3.5546 -1.2152 1.3290 -0.1 0.1 0.1 0.06
C -3.2563 0.0446 1.6388 0.1 -0.1 -0.1 -0.16
C -4.1070 0.8903 2.3341 0.0 0.0 0.0 -0.08
C -5.3414 0.4006 2.7279 -0.1 0.0 0.0 -0.08
C -5.6713 -0.9068 2.4133 0.0 0.0 0.0 -0.07
C -4.7454 -1.6685 1.7168 0.1 -0.1 -0.1 -0.15
H -2.2813 0.3877 1.3076 0.0 0.1 0.0 0.10
H -3.8096 1.9054 2.5595 0.0 0.0 0.0 0.10
H -6.0358 1.0285 3.2715 0.0 0.0 0.0 0.11
H -6.6246 -1.3285 2.7005 0.0 0.0 0.0 0.10
H -4.9611 -2.6980 1.4513 -0.1 0.0 0.0 0.11
N -10.6471 -3.3566 -7.7835 -0.1 0.0 0.1 0.06
C -10.3437 -2.0988 -7.4674 0.1 -0.1 -0.1 -0.15
C -11.1921 -1.2551 -6.7667 0.0 0.0 0.0 -0.07
C -12.4275 -1.7431 -6.3746 0.0 0.1 0.0 -0.08
C -12.7626 -3.0484 -6.6950 0.0 0.0 0.0 -0.06
C -11.8396 -3.8084 -7.3956 0.1 -0.1 0.1 -0.18
H -9.3685 -1.7573 -7.7965 0.0 0.1 0.0 0.10
H -10.8910 -0.2426 -6.5360 0.0 0.0 0.0 0.10
H -13.1193 -1.1156 -5.8273 0.0 0.0 0.0 0.11
H -13.7168 -3.4688 -6.4091 0.0 0.0 0.0 0.10
H -12.0565 -4.8364 -7.6646 -0.1 0.0 0.1 0.10
N -13.0126 -5.2561 -11.3630 0.1 -0.1 0.0 0.06
C -11.9562 -5.1274 -10.5607 -0.2 0.1 -0.1 -0.16
C -10.8357 -5.9410 -10.6244 0.0 0.0 0.0 -0.07
C -10.8110 -6.9498 -11.5734 0.0 0.0 0.0 -0.08
C -11.9002 -7.1010 -12.4160 0.0 0.0 0.0 -0.08
C -12.9697 -6.2301 -12.2702 -0.1 0.1 0.0 -0.16
H -12.0185 -4.3287 -9.8334 0.1 0.0 -0.1 0.07
H -10.0070 -5.7845 -9.9468 0.0 0.1 0.0 0.10
H -9.9554 -7.6082 -11.6559 0.0 0.0 0.0 0.10
H -11.9215 -7.8757 -13.1702 0.0 0.0 0.0 0.10
H -13.8415 -6.3102 -12.9105 0.0 -0.1 0.0 0.10
N 10.6780 3.1879 5.2157 0.1 -0.2 0.0 0.05
C 11.6490 3.4381 6.0964 -0.1 0.1 0.0 -0.17
C 12.8338 2.7236 6.1606 0.0 0.0 0.0 -0.06
C 13.0253 1.6865 5.2625 0.1 0.0 0.0 -0.06
C 12.0305 1.4087 4.3400 0.0 0.0 0.0 -0.05
C 10.8836 2.1853 4.3575 -0.1 0.1 0.0 -0.14
H 11.4575 4.2572 6.7820 0.1 0.0 0.0 0.11
H 13.5863 2.9743 6.8951 0.0 0.0 0.0 0.11
H 13.9371 1.1040 5.2806 0.0 0.0 0.0 0.11
H 12.1404 0.6087 3.6214 0.0 0.0 0.0 0.11
H 10.0848 2.0016 3.6478 0.1 -0.1 -0.1 0.08
```
Forces are in eV/Å.

---

No. 2
A structure of composition C8H16CrN2PS at a distorted geometry. Source: the OMol25 dataset; level of theory: ωB97M-V/def2-TZVPD.

As for the spin multiplicity: 5. As for the charge: -1. For the lowest unoccupied orbital energy (spin up / spin down), the calculation gives 3.4 / 3.3 eV.

XYZ file:
```
29
Properties=species:S:1:pos:R:3:forces:R:3:lowdin_spin:R:1
C 1.3131 -0.7254 -3.0610 0.9 0.9 0.4 -0.02
C 0.1507 -0.3406 -3.8255 -1.2 -0.7 -0.6 0.01
C -0.7686 -1.4482 -3.8387 0.9 -0.2 0.1 0.05
C -0.1952 -2.4926 -3.0539 0.1 0.5 -0.2 0.02
C 1.1061 -2.0498 -2.5536 -1.3 -0.4 -0.7 0.01
Cr -0.3977 -0.7164 -1.7720 -0.4 1.1 2.5 2.95
P -0.3208 1.6347 -0.7638 0.1 -1.0 -0.9 0.00
H 2.1942 -0.0984 -2.8135 -0.7 -0.5 -0.5 -0.01
H -0.1552 0.5769 -4.3305 0.7 0.0 0.3 0.00
H -1.7542 -1.4977 -4.3084 0.5 0.1 0.1 0.01
H 1.7358 -2.6299 -1.8897 0.0 0.2 -0.2 0.01
H -0.7108 -3.4360 -2.9206 0.3 0.0 0.3 0.00
H -1.4143 2.2784 -0.0925 0.5 0.0 -0.2 -0.01
H -0.2275 2.4662 -1.9314 0.1 0.2 0.7 0.00
H 0.7876 2.1398 0.0142 -0.6 0.1 -0.3 0.00
C -0.9891 1.9027 2.9123 -0.8 -0.4 0.0 0.04
N -1.3109 0.4443 2.7467 -0.4 1.9 1.7 0.13
C -0.6067 -0.2962 1.8487 -1.1 -1.0 -1.6 0.42
S -1.3494 -1.2529 0.6239 -0.2 -0.5 -0.6 0.18
N 0.7518 -0.2012 1.9265 2.0 0.3 0.7 0.14
C 1.3786 -0.1295 3.2645 0.2 -0.5 -0.3 0.03
H 0.0479 2.1126 2.5993 -0.6 -0.2 -0.1 0.00
H -1.0918 2.2020 3.9676 0.1 -0.2 -0.2 0.00
H -1.7228 2.5158 2.3526 0.6 0.0 -0.1 0.01
H -2.3026 0.2429 2.7863 0.4 0.0 -0.2 0.01
H 1.1939 -0.8440 1.2778 -0.1 0.2 0.3 0.01
H 2.0603 -0.9862 3.3843 0.0 0.3 0.1 0.01
H 1.9551 0.7983 3.3652 0.0 -0.1 0.1 0.00
H 0.6424 -0.1695 4.0853 0.1 0.0 -0.5 0.00
```
Forces are in eV/Å.

---

No. 3
A cluster of 2 separate species, C8H6ClN2O3 in total at a distorted geometry. Source: the OMol25 dataset; level of theory: ωB97M-V/def2-TZVPD.

The calculation puts the relative energy (zero: lowest compared OMol25 entry of this formula, charge and spin) at 203.6 kJ/mol. As for the charge: -1. For the lowest unoccupied orbital energy, the calculation gives 3.3 eV.

XYZ file:
```
20
Properties=species:S:1:pos:R:3:forces:R:3:lowdin_charge:R:1
C -1.6970 2.2886 0.3665 1.4 -1.0 -1.3 -0.10
C -1.0395 1.3501 1.2083 0.5 -0.2 -0.6 -0.09
C -1.3718 2.2789 -1.0364 -1.2 0.5 0.7 -0.11
C -0.1320 0.4280 0.6911 -1.8 2.9 -2.8 -0.01
C -0.5885 1.2795 -1.5990 0.3 0.5 -1.1 -0.09
C 0.0587 0.4315 -0.7181 -0.3 -0.3 0.4 -0.34
C 0.4710 -2.8982 1.1911 -4.0 -3.0 5.3 0.21
C 2.3070 -0.7807 -0.5817 0.1 -0.7 -0.7 -0.87
N 0.8665 -0.5864 -1.1100 1.4 -1.8 -1.3 -0.38
N -0.1910 -3.2917 2.0891 2.2 2.4 -3.4 -0.21
O 2.6968 -1.9252 -0.7670 -0.1 -1.2 0.2 -0.08
O -0.9428 -3.5183 3.0010 -0.3 -0.7 0.6 -0.04
O 2.8552 0.1879 -0.1338 0.3 2.0 1.0 0.03
Cl 0.9861 -1.0142 -2.8038 -0.6 0.5 0.4 0.66
H -2.4311 2.9657 0.7661 0.0 0.3 0.0 0.07
H -1.1547 1.3072 2.2785 -0.5 0.3 0.2 0.09
H -1.7746 3.0478 -1.7368 0.0 -0.6 0.8 0.10
H 0.4549 -0.2790 1.1437 0.9 -1.3 1.9 0.06
H -0.4007 1.1792 -2.7355 -0.3 0.3 2.2 0.10
H 1.0277 -2.4506 0.4865 2.1 1.1 -2.6 0.00
```
Forces are in eV/Å.

---

No. 4
A cluster of 4 separate species, C24H51N3O11S in total at a distorted geometry. Source: the OMol25 dataset; level of theory: ωB97M-V/def2-TZVPD.

The calculation puts the relative energy (zero: lowest compared OMol25 entry of this formula, charge and spin) at 809.9 kJ/mol. As for the charge: 0. For the lowest unoccupied orbital energy, the calculation gives -1.6 eV. As for the SMILES: CCOCCOCC1=C(CCCS(=O)(=O)O)C(=O)OC1=O.COC[C@@H](C)N.COC[C@@H](C)N.COC[C@@H](C)N.

XYZ file:
```
90
Properties=species:S:1:pos:R:3:forces:R:3:lowdin_charge:R:1
C -2.7525 1.5473 3.4680 -0.5 -0.3 0.5 -0.10
C -3.9006 1.5640 2.2974 -0.8 -1.0 1.0 -0.24
O -3.9250 2.7742 1.4622 2.0 -1.5 -0.2 -0.20
C -2.7501 2.8765 0.5835 0.3 1.0 -1.1 -0.17
C -2.7599 1.8758 -0.7150 -0.7 -0.1 -0.3 -0.15
O -1.4508 1.2294 -0.8995 0.3 2.0 -0.5 -0.21
C -0.4478 2.1613 -1.4597 1.7 -0.5 -0.1 -0.12
C 1.0360 1.5534 -0.9838 1.6 0.9 1.9 0.04
C 1.9206 1.9663 0.1393 -2.0 -1.9 -3.4 0.00
C 1.6674 3.1938 1.2044 0.7 0.4 -1.2 -0.11
C 3.0527 4.0841 1.4939 -0.7 0.8 0.8 -0.18
C 2.8543 5.5904 0.7952 -1.3 -1.8 0.3 -0.23
S 4.1943 6.8113 1.2911 3.8 3.9 -2.9 0.81
O 3.7907 8.2335 0.7512 1.0 -5.4 2.5 -0.39
O 5.6155 6.3772 0.8078 -5.6 0.9 2.1 -0.37
O 4.2130 6.8357 3.0275 0.1 1.0 -2.6 -0.24
C 3.1514 0.8900 0.0053 4.4 0.0 2.5 -0.17
O 4.4011 0.8887 0.4838 -8.8 -0.1 -3.2 0.03
O 2.6219 -0.2734 -0.7795 0.4 2.8 -1.8 0.02
C 1.7318 0.3102 -1.7957 -1.8 0.7 -3.6 -0.19
O 1.5113 0.0178 -3.0803 1.9 1.3 9.0 0.04
H -1.7417 2.0636 3.1841 -1.9 -1.2 0.4 0.06
H -2.5868 0.4097 3.7816 -0.1 2.5 -0.7 0.09
H -3.1623 2.1050 4.4213 0.8 -1.0 -2.0 0.08
H -4.9502 1.5358 2.8656 2.3 0.3 -1.4 0.14
H -3.8792 0.5501 1.6687 0.2 2.3 1.0 0.12
H -1.7157 2.7519 1.1160 -2.0 0.0 -0.7 0.11
H -2.7595 3.9886 0.1498 -0.2 -2.4 1.2 0.14
H -3.5673 1.0091 -0.6266 1.8 1.9 0.0 0.15
H -2.9937 2.4774 -1.6926 0.3 -1.0 1.8 0.13
H -0.5402 3.2639 -1.0782 0.0 -2.1 -0.5 0.12
H -0.4377 2.1754 -2.6527 -0.2 -0.2 2.6 0.15
H 0.9272 3.9517 0.6576 1.3 -1.9 1.3 0.11
H 1.1904 2.8273 2.2165 1.0 0.5 -2.2 0.13
H 3.0678 4.3021 2.6641 0.4 -0.8 -2.6 0.12
H 4.0189 3.5380 1.1162 -1.9 1.2 0.9 0.12
H 2.8276 5.4560 -0.3742 0.6 0.8 2.3 0.14
H 1.8023 6.0206 1.1301 2.4 -0.6 -0.5 0.13
H 4.6117 7.7388 3.2428 -0.7 -1.4 -0.5 0.11
C 4.0179 0.9235 4.8849 -0.2 0.1 -0.4 -0.11
O 4.5086 2.1462 4.3559 0.2 0.1 0.5 -0.21
C 5.7271 2.6007 4.9522 0.1 0.2 -0.3 -0.19
C 7.0019 1.9520 4.3647 -0.4 -0.3 -0.2 -0.43
C 7.2411 0.5266 4.8561 0.3 -0.2 0.1 -0.08
N 6.9779 1.9513 2.8948 -0.3 0.3 0.1 0.05
H 4.2231 0.8235 5.9551 0.1 0.0 -0.1 0.09
H 4.4404 0.0818 4.3341 0.0 -0.1 0.2 0.08
H 2.9336 0.9017 4.7375 0.1 0.1 0.0 0.08
H 5.7713 3.6769 4.7449 -0.1 -0.1 -0.1 0.12
H 5.6881 2.4993 6.0437 0.0 -0.2 0.0 0.12
H 7.8574 2.5539 4.6939 -0.2 0.1 0.0 0.13
H 6.5736 -0.2002 4.3858 0.0 0.2 0.0 0.06
H 8.2665 0.2117 4.6259 -0.2 0.1 0.0 0.08
H 7.1108 0.4592 5.9411 0.0 0.0 -0.1 0.08
H 6.9102 2.9165 2.5697 0.2 -0.2 0.0 0.07
H 6.0869 1.5370 2.6058 0.3 0.0 0.0 0.06
C -5.3742 -2.4031 1.3351 -0.2 0.3 -0.2 -0.11
O -4.6889 -1.8724 0.2107 0.4 -0.3 0.2 -0.21
C -3.6096 -2.6850 -0.2604 0.0 0.1 -0.4 -0.19
C -4.0439 -3.8369 -1.1961 -0.3 0.1 0.3 -0.43
C -4.6693 -5.0177 -0.4578 0.0 -0.3 0.0 -0.07
N -4.9816 -3.3693 -2.2273 0.0 0.4 0.2 0.03
H -4.7044 -2.9426 2.0115 0.0 -0.1 -0.1 0.09
H -6.1879 -3.0509 1.0052 0.0 -0.2 0.2 0.07
H -5.8209 -1.5684 1.8843 0.1 0.0 -0.1 0.08
H -2.9639 -2.0101 -0.8353 -0.2 0.0 0.0 0.12
H -3.0034 -3.0512 0.5771 -0.1 -0.1 0.1 0.12
H -3.1422 -4.2107 -1.6959 -0.1 0.2 0.0 0.12
H -5.6902 -4.8145 -0.1238 0.1 0.1 0.0 0.06
H -4.7186 -5.8947 -1.1151 0.0 0.2 0.1 0.08
H -4.0715 -5.2939 0.4169 -0.1 0.0 -0.1 0.08
H -4.5238 -2.6419 -2.7780 0.0 -0.3 -0.1 0.07
H -5.7359 -2.8693 -1.7477 0.2 -0.3 -0.1 0.07
C -2.4386 -4.7776 -8.0247 -0.4 0.1 -0.1 -0.11
O -3.2930 -5.3944 -7.0734 0.5 -0.4 0.2 -0.19
C -2.6080 -6.1075 -6.0394 -0.3 0.0 0.2 -0.20
C -2.1182 -5.2187 -4.8727 -0.1 0.3 -0.5 -0.43
C -0.8662 -4.4115 -5.2068 0.3 0.0 0.2 -0.07
N -3.1706 -4.2987 -4.4173 -0.1 -0.3 -0.3 0.04
H -1.5361 -5.3667 -8.2139 0.0 0.0 0.1 0.09
H -2.1764 -3.7713 -7.6944 0.2 0.0 -0.1 0.07
H -2.9917 -4.6813 -8.9643 0.0 -0.1 0.2 0.09
H -3.3416 -6.8166 -5.6368 0.0 0.2 -0.1 0.12
H -1.7934 -6.7117 -6.4569 0.1 0.1 -0.1 0.12
H -1.8598 -5.8839 -4.0401 -0.1 0.0 -0.1 0.13
H -1.0747 -3.5583 -5.8577 -0.1 -0.1 0.1 0.06
H -0.4167 -4.0096 -4.2903 -0.2 -0.1 -0.2 0.08
H -0.1141 -5.0393 -5.6955 -0.1 0.1 0.0 0.08
H -3.9728 -4.8489 -4.1083 0.1 0.2 0.1 0.07
H -3.5211 -3.8053 -5.2436 0.2 -0.1 0.2 0.08
```
Forces are in eV/Å.

---

No. 5
A cluster of 2 separate species, C5H11N in total. Source: the OMol25 dataset; level of theory: ωB97M-V/def2-TZVPD.

The calculation puts the relative energy (zero: lowest compared OMol25 entry of this formula, charge and spin) at 393.0 kJ/mol. As for the charge: 0. For the lowest unoccupied orbital energy (spin up / spin down), the calculation gives 1.1 / 1.1 eV.

XYZ file:
```
17
Properties=species:S:1:pos:R:3:forces:R:3:lowdin_charge:R:1
C -1.8374 0.5996 -0.8729 -0.1 -0.1 0.0 -0.08
C -1.2432 0.0766 0.3898 -0.1 -0.4 0.1 -0.16
N -0.3661 -0.8701 0.4166 0.1 0.3 0.1 -0.16
C 0.3717 -1.7426 -0.4901 0.1 0.0 -0.3 -0.11
C 0.6413 -1.5708 0.9556 0.0 -0.1 0.1 -0.09
C 1.7193 1.3658 0.4235 0.3 0.1 0.2 -0.05
H -1.8054 1.6966 -0.9031 0.0 -0.2 0.0 0.07
H -1.3168 0.2122 -1.7558 -0.1 0.0 0.2 0.08
H -2.8897 0.3027 -0.9196 0.0 0.1 -0.2 0.07
H 0.9507 1.2424 -0.3318 0.0 0.1 0.0 0.00
H -1.5656 0.4772 1.3441 0.1 0.0 0.0 0.12
H -0.1864 -2.5862 -0.9108 -0.1 0.2 0.1 0.10
H 1.0028 -1.2133 -1.2108 0.0 -0.2 0.1 0.09
H 0.6185 -2.2313 1.8057 -0.2 -0.1 0.0 0.07
H 2.2926 0.4387 0.4998 0.0 0.3 0.0 0.02
H 1.2600 1.5923 1.3880 -0.1 -0.2 -0.1 0.03
H 2.3537 2.2101 0.1719 0.2 0.0 -0.2 0.02
```
Forces are in eV/Å.